[1]
{
  "formula": "C24H66N6O6",
  "method": "the ωB97M-V functional and the def2-TZVPD basis",
  "charge": 0,
  "max_force_ev_per_a": 5.66,
  "de_lowest_ev": 14.834,
  "gap_ha": 0.3173,
  "multiplicity": 1,
  "symbols": ["C", "C", "C", "O", "C", "N", "H", "H", "H", "H", "H", "H", "H", "H", "H", "H", "H", "C", "C", "C", "O", "C", "N", "H", "H", "H", "H", "H", "H", "H", "H", "H", "H", "H", "C", "C", "C", "O", "C", "N", "H", "H", "H", "H", "H", "H", "H", "H", "H", "H", "H", "C", "C", "C", "O", "C", "N", "H", "H", "H", "H", "H", "H", "H", "H", "H", "H", "H", "C", "C", "C", "O", "C", "N", "H", "H", "H", "H", "H", "H", "H", "H", "H", "H", "H", "C", "C", "C", "O", "C", "N", "H", "H", "H", "H", "H", "H", "H", "H", "H", "H", "H"],
  "coordinates": [[-27.967, -7.364, -0.302], [-26.684, -6.675, -0.786], [-26.854, -5.556, -1.862], [-27.226, -6.145, -3.131], [-27.632, -5.197, -4.169], [-26.197, -6.137, 0.465], [-28.530, -7.869, -1.086], [-28.612, -6.620, 0.166], [-27.849, -8.134, 0.461], [-26.010, -7.458, -1.133], [-25.847, -5.144, -1.932], [-27.464, -4.707, -1.553], [-28.518, -4.583, -4.008], [-27.867, -5.720, -5.096], [-26.801, -4.620, -4.576], [-25.861, -6.881, 1.059], [-25.330, -5.653, 0.279], [-27.183, -7.884, -10.371], [-27.964, -6.854, -9.540], [-27.286, -6.143, -8.348], [-27.110, -7.286, -7.531], [-26.896, -7.073, -6.095], [-28.474, -5.757, -10.358], [-26.281, -7.320, -10.607], [-27.584, -8.089, -11.363], [-27.021, -8.771, -9.759], [-28.841, -7.382, -9.164], [-28.015, -5.444, -7.938], [-26.352, -5.654, -8.623], [-26.748, -8.010, -5.557], [-27.742, -6.609, -5.587], [-25.977, -6.604, -5.743], [-29.124, -5.369, -9.690], [-29.058, -6.101, -11.107], [-24.672, 0.264, -6.698], [-25.461, -0.536, -7.733], [-24.982, -1.982, -7.907], [-25.814, -2.819, -8.646], [-25.481, -4.208, -8.952], [-26.849, -0.405, -7.337], [-23.629, 0.405, -6.982], [-24.821, -0.284, -5.767], [-25.023, 1.282, -6.532], [-25.431, -0.107, -8.734], [-24.905, -2.468, -6.934], [-23.959, -2.112, -8.258], [-24.524, -4.103, -9.464], [-26.309, -4.647, -9.509], [-25.229, -4.853, -8.110], [-26.948, -0.644, -6.361], [-27.350, -1.027, -7.956], [-33.549, -4.043, -7.577], [-32.145, -3.715, -6.967], [-31.255, -4.967, -6.730], [-30.958, -5.523, -8.033], [-30.190, -6.596, -8.231], [-31.473, -2.862, -7.890], [-33.500, -4.527, -8.553], [-34.234, -3.220, -7.781], [-34.001, -4.762, -6.894], [-32.119, -3.204, -6.005], [-31.741, -5.708, -6.095], [-30.316, -4.738, -6.226], [-29.215, -6.465, -7.763], [-30.028, -6.788, -9.292], [-30.672, -7.515, -7.897], [-30.990, -3.546, -8.455], [-32.276, -2.464, -8.355], [-25.612, -8.894, -15.805], [-25.901, -9.876, -14.695], [-26.375, -9.003, -13.468], [-25.175, -8.580, -12.784], [-25.364, -7.763, -11.688], [-26.839, -10.872, -15.125], [-25.176, -9.314, -16.712], [-24.867, -8.142, -15.543], [-26.531, -8.399, -16.120], [-24.922, -10.294, -14.458], [-26.954, -9.503, -12.692], [-26.901, -8.101, -13.782], [-25.645, -8.292, -10.778], [-26.170, -7.058, -11.893], [-24.545, -7.138, -11.333], [-26.217, -11.490, -15.626], [-27.107, -11.517, -14.396], [-28.784, -5.226, -13.661], [-29.781, -5.519, -12.515], [-31.176, -5.545, -12.874], [-32.068, -6.105, -11.879], [-32.163, -5.176, -10.743], [-29.457, -6.927, -12.094], [-27.760, -5.521, -13.431], [-28.746, -4.162, -13.897], [-29.021, -5.718, -14.605], [-29.693, -4.768, -11.730], [-31.225, -6.158, -13.774], [-31.486, -4.532, -13.129], [-32.512, -4.186, -11.037], [-31.291, -4.966, -10.123], [-32.990, -5.633, -10.200], [-30.361, -7.272, -11.803], [-29.340, -7.483, -12.930]],
  "forces_ev_per_a": [[-1.1, -0.1, -0.9], [-1.6, -0.9, 0.6], [0.8, -1.1, -0.1], [-0.8, 1.4, -0.4], [0.2, 0.2, 0.5], [1.4, 1.3, 0.2], [0.0, 0.2, -0.3], [-0.1, 0.1, -0.1], [0.7, 0.0, 0.1], [0.1, 0.1, -0.7], [0.3, 0.2, -0.4], [-0.6, -0.3, 0.1], [0.2, 0.2, 1.0], [-0.7, 1.8, 2.3], [0.3, 0.6, 0.7], [-0.4, -0.4, 0.2], [0.3, 0.6, 0.0], [-2.5, 3.2, 3.9], [-0.8, -0.2, -1.5], [0.0, -3.3, -1.0], [1.1, -0.2, 3.3], [0.2, -1.7, -1.2], [1.5, 1.3, 2.7], [-3.4, 0.7, 3.6], [-0.4, -0.1, 0.8], [0.2, 0.0, -0.1], [1.7, -0.8, 0.1], [0.4, 0.6, 0.2], [-1.7, -2.2, 1.0], [-0.5, -0.7, -0.7], [0.5, -2.4, -2.2], [0.2, 1.0, -0.8], [0.0, 1.3, -0.1], [1.9, -0.2, 2.1], [0.4, -0.3, -0.5], [-0.3, 0.5, -0.7], [1.2, -1.7, 1.5], [-2.1, -0.6, -1.0], [2.2, 3.7, -0.1], [0.1, -0.1, -0.5], [0.2, -0.5, 0.3], [0.6, 0.1, 0.3], [-0.5, -0.2, -0.3], [0.3, 0.4, -0.1], [-0.1, 0.2, 0.9], [0.4, 0.7, -0.5], [0.0, -0.5, -0.8], [0.7, 1.4, -0.8], [0.0, 0.7, 0.7], [-0.4, -0.4, 0.0], [-0.7, -0.2, 0.5], [0.4, -1.1, 1.2], [-0.1, -1.1, 0.3], [-0.2, -0.7, -1.0], [-2.7, 3.3, 0.6], [-0.1, -2.0, 1.0], [0.5, 0.6, -0.2], [0.6, -0.2, 0.2], [0.3, 0.4, 0.7], [-0.6, 0.0, -0.1], [-0.9, -0.1, 0.3], [-0.3, -0.2, -0.1], [0.2, 0.5, 0.0], [-0.8, -0.5, 0.3], [-1.4, 0.9, 0.4], [0.0, -0.4, 0.6], [0.1, 0.6, -1.1], [0.8, 0.5, -1.0], [0.1, 0.5, -1.0], [0.5, 2.1, 1.4], [1.6, -0.3, 0.6], [1.5, -0.5, -1.9], [2.4, -0.8, -2.4], [0.0, -0.9, -0.5], [-0.2, -0.6, 0.0], [-0.2, 0.1, 0.5], [-0.1, 0.1, 0.0], [0.0, -0.2, 0.7], [-0.5, -0.6, -0.4], [-0.3, 0.0, -0.3], [2.5, -1.8, -2.1], [0.7, 0.1, -1.3], [1.0, 0.0, -0.8], [-0.3, -0.3, -1.0], [-0.3, 0.4, 0.7], [-0.4, 0.9, 0.0], [1.7, -0.8, -1.6], [-2.4, 0.2, -1.7], [1.6, 1.9, 0.3], [-1.3, -0.7, -0.8], [-2.2, -1.3, -2.7], [-0.1, 0.0, 0.5], [0.0, 0.1, 0.1], [-0.4, -0.3, 0.1], [0.6, -0.3, 0.0], [-0.7, -0.2, -0.1], [-0.4, 0.2, -0.1], [-0.1, 0.1, -0.6], [0.1, -0.9, -0.3], [0.4, 0.1, 0.5], [-0.3, -0.4, 0.8], [0.5, 0.1, -0.6]],
  "mulliken_charge": [-1.461, 0.693, -0.713, -0.265, -1.041, -0.753, 0.310, 0.369, 0.383, 0.236, 0.265, 0.351, 0.360, -0.121, 0.439, 0.267, 0.239, -3.233, 2.038, -1.565, -0.377, -0.781, -0.674, 1.052, -0.055, 0.441, 1.127, 0.616, 0.014, 0.385, 0.476, 0.392, -0.097, 0.674, -1.440, 0.370, -0.646, -0.251, -0.497, -0.652, 0.352, 0.354, 0.384, 0.296, 0.253, 0.318, 0.522, -0.173, 0.458, 0.245, 0.281, -1.274, 0.285, -0.526, -0.038, -0.883, -0.756, 0.215, 0.481, 0.343, 0.369, 0.398, 0.065, 0.576, 0.344, 0.116, 0.298, 0.311, -1.536, 0.387, -0.064, -0.418, -0.936, -0.758, 0.408, 0.315, 0.320, 0.292, 0.421, -0.038, 0.411, 0.023, 0.257, 0.298, 0.263, -1.554, 0.716, -1.301, -0.459, -0.573, -0.502, 0.269, 0.384, 0.396, 0.140, 0.489, 0.442, 0.412, 0.205, 0.144, 0.291, 0.366]
}

***

[2]
{
  "formula": "C24H67N5O9",
  "method": "the ωB97M-V functional and the def2-TZVPD basis",
  "charge": 0,
  "max_force_ev_per_a": 1.95,
  "de_lowest_ev": 0.485,
  "smiles": "COC[C@H](C)N.COC[C@H](C)N.COC[C@H](C)N.COC[C@H](C)N.COC[C@H](C)N.OCCO.OCCO",
  "gap_ha": 0.3492,
  "multiplicity": 1,
  "symbols": ["C", "C", "O", "O", "H", "H", "H", "H", "H", "H", "C", "C", "O", "O", "H", "H", "H", "H", "H", "H", "C", "C", "C", "O", "C", "N", "H", "H", "H", "H", "H", "H", "H", "H", "H", "H", "H", "C", "C", "C", "O", "C", "N", "H", "H", "H", "H", "H", "H", "H", "H", "H", "H", "H", "C", "C", "C", "O", "C", "N", "H", "H", "H", "H", "H", "H", "H", "H", "H", "H", "H", "C", "C", "C", "O", "C", "N", "H", "H", "H", "H", "H", "H", "H", "H", "H", "H", "H", "C", "C", "C", "O", "C", "N", "H", "H", "H", "H", "H", "H", "H", "H", "H", "H", "H"],
  "coordinates": [[-3.775, 6.117, 0.086], [-4.253, 4.727, -0.356], [-4.073, 3.818, 0.748], [-4.014, 7.158, -0.832], [-2.686, 5.999, 0.077], [-4.078, 6.289, 1.121], [-3.662, 4.336, -1.181], [-5.313, 4.670, -0.633], [-4.816, 4.008, 1.327], [-4.848, 7.593, -0.633], [-1.634, 1.647, -1.429], [-0.414, 2.447, -1.099], [-0.139, 2.422, 0.299], [-1.307, 0.301, -1.085], [-1.951, 1.743, -2.475], [-2.486, 1.967, -0.816], [-0.607, 3.509, -1.281], [0.451, 2.154, -1.696], [0.154, 1.527, 0.491], [-2.086, -0.281, -1.094], [1.902, -6.688, -0.007], [1.215, -5.338, -0.165], [1.054, -4.994, -1.631], [0.315, -3.787, -1.803], [1.120, -2.645, -1.658], [-0.103, -5.452, 0.464], [2.256, -6.836, 1.014], [2.773, -6.761, -0.666], [1.236, -7.527, -0.212], [1.769, -4.589, 0.400], [0.465, -5.792, -2.097], [1.968, -4.924, -2.236], [1.931, -2.622, -2.394], [1.531, -2.560, -0.646], [0.490, -1.766, -1.809], [-0.607, -6.200, -0.009], [-0.688, -4.644, 0.267], [2.917, -1.696, 1.741], [4.399, -1.541, 1.370], [4.884, -0.115, 1.576], [4.253, 0.753, 0.657], [3.271, 1.597, 1.190], [5.266, -2.503, 2.047], [2.758, -1.518, 2.809], [2.643, -2.741, 1.574], [2.280, -1.034, 1.159], [4.454, -1.685, 0.284], [5.966, -0.006, 1.480], [4.614, 0.229, 2.588], [2.556, 1.846, 0.406], [3.729, 2.505, 1.603], [2.679, 1.138, 1.991], [4.781, -3.392, 2.079], [5.428, -2.229, 3.010], [-4.892, -1.815, -0.890], [-3.816, -2.299, 0.038], [-4.030, -3.742, 0.471], [-2.894, -4.190, 1.190], [-3.155, -4.477, 2.562], [-2.470, -2.178, -0.647], [-5.806, -1.569, -0.327], [-5.231, -2.511, -1.656], [-4.639, -0.843, -1.318], [-3.701, -1.699, 0.944], [-4.129, -4.370, -0.429], [-4.984, -3.908, 0.984], [-3.154, -3.560, 3.158], [-2.301, -5.058, 2.914], [-4.066, -5.066, 2.641], [-1.832, -2.328, 0.129], [-2.395, -3.013, -1.226], [3.551, 6.415, -6.075], [2.762, 6.114, -4.811], [3.330, 4.938, -4.043], [2.540, 4.746, -2.896], [2.871, 3.583, -2.175], [2.750, 7.319, -3.927], [2.964, 6.987, -6.792], [3.737, 5.466, -6.601], [4.527, 6.857, -5.886], [1.737, 5.885, -5.125], [4.372, 5.129, -3.759], [3.222, 4.058, -4.691], [2.886, 2.709, -2.834], [2.150, 3.450, -1.372], [3.837, 3.723, -1.672], [1.936, 7.875, -4.176], [2.494, 6.966, -3.006], [-0.217, -2.355, 3.059], [-0.940, -1.058, 2.662], [-1.142, -0.143, 3.836], [-1.645, -0.791, 4.995], [-3.011, -1.123, 4.895], [-0.176, -0.360, 1.615], [-0.061, -2.992, 2.191], [-0.735, -2.820, 3.898], [0.756, -2.100, 3.500], [-1.880, -1.442, 2.228], [-1.799, 0.694, 3.558], [-0.177, 0.257, 4.153], [-3.650, -0.243, 4.747], [-3.259, -1.623, 5.828], [-3.216, -1.779, 4.039], [-0.296, -0.859, 0.738], [-0.690, 0.504, 1.441]],
  "forces_ev_per_a": [[1.1, -0.9, -0.6], [-0.6, -0.4, 0.6], [0.0, 0.3, -0.4], [-0.4, 0.2, 0.1], [-0.1, 0.2, 0.4], [-0.3, 0.3, -0.1], [0.0, 0.1, -0.1], [0.1, 0.4, -0.3], [0.1, -0.2, 0.3], [0.0, -0.1, 0.0], [-0.5, -0.8, 0.3], [-0.3, 1.4, 0.3], [0.3, -0.3, -0.3], [-0.1, 0.3, -0.4], [0.3, 0.0, -0.1], [0.2, 0.2, 0.1], [0.0, -0.1, -0.4], [0.0, -0.2, 0.0], [0.3, 0.0, 0.1], [0.3, -0.2, -0.1], [0.6, 0.0, 0.1], [-0.4, -0.8, 0.2], [-0.3, 0.4, -0.6], [-0.1, -0.4, -0.2], [-0.1, 0.5, 0.2], [-0.4, 0.0, 0.0], [-0.1, 0.1, 0.0], [-0.1, -0.1, 0.0], [-0.1, 0.1, -0.2], [0.1, 0.2, -0.2], [-0.1, 0.1, 0.1], [0.3, 0.0, 0.4], [0.1, -0.1, 0.1], [0.2, -0.1, -0.1], [-0.1, -0.1, -0.1], [0.1, -0.1, 0.2], [0.2, 0.2, 0.1], [0.7, -0.2, 0.2], [-0.4, 0.2, -0.3], [-0.4, 0.5, 0.7], [0.1, -0.3, -0.5], [-0.3, 0.2, 0.5], [0.0, 0.1, -0.2], [0.0, 0.2, -0.1], [-0.2, 0.1, -0.2], [-0.1, -0.1, 0.1], [0.2, -0.3, 0.1], [0.0, -0.3, -0.2], [0.2, -0.2, 0.0], [0.2, 0.2, -0.1], [-0.1, 0.1, -0.1], [0.2, -0.2, -0.1], [0.2, -0.1, 0.1], [-0.1, 0.0, 0.0], [-1.3, 1.1, 0.7], [1.2, -0.4, -0.6], [0.0, -0.2, -0.6], [-0.5, -0.2, 0.3], [0.9, 0.0, -0.4], [-1.3, -0.3, 0.9], [0.1, -0.3, 0.1], [0.5, -0.1, -0.2], [0.3, -0.2, -0.3], [-0.4, 0.3, -0.1], [0.2, 0.1, 0.0], [0.2, 0.2, 0.4], [-0.5, -0.1, 0.0], [-0.1, -0.1, 0.0], [-0.1, 0.1, 0.3], [0.4, -0.1, -0.3], [0.4, 0.2, -0.2], [0.0, -1.1, -0.5], [0.0, 1.2, 0.2], [-0.5, 0.0, -0.3], [-0.5, 0.1, 0.2], [0.4, 0.3, 0.3], [-0.4, -0.7, 0.0], [0.1, 0.4, 0.2], [0.0, 0.1, 0.1], [-0.1, 0.3, 0.1], [0.0, -0.3, 0.2], [0.1, -0.1, -0.1], [0.5, -0.1, 0.1], [0.1, -0.1, 0.1], [-0.2, 0.0, -0.2], [0.1, -0.3, -0.2], [0.2, 0.2, -0.2], [0.2, 0.1, 0.1], [0.5, 1.0, 0.8], [0.4, -1.7, -0.8], [-0.1, 0.2, 0.6], [-0.2, 0.1, -0.3], [0.0, 0.0, -0.2], [-0.5, 0.4, 0.3], [-0.1, -0.3, 0.1], [-0.3, -0.4, -0.4], [0.0, 0.0, -0.3], [-0.3, 0.6, 0.3], [0.0, 0.0, 0.0], [0.0, 0.1, -0.2], [0.1, 0.1, 0.2], [-0.2, 0.0, -0.1], [0.1, -0.1, 0.2], [0.1, 0.0, 0.0], [-0.1, -0.2, 0.1]],
  "mulliken_charge": [-0.422, -0.138, -0.477, -0.507, 0.178, 0.342, 0.132, 0.341, 0.280, 0.302, -0.532, -0.302, -0.503, -0.128, 0.383, 0.273, 0.546, 0.114, -0.151, 0.133, -1.679, 1.200, -0.659, -0.270, -0.393, -0.408, 0.386, 0.397, 0.373, -0.516, 0.271, 0.380, 0.425, 0.107, 0.002, 0.370, -0.015, -0.396, 0.517, -0.952, -0.334, -0.197, -0.712, 0.437, -0.299, -0.018, 0.256, 0.361, 0.398, -0.295, 0.363, 0.309, 0.284, 0.286, -1.575, 1.022, -1.039, -0.039, -0.629, -0.382, 0.410, 0.320, 0.353, -0.029, 0.293, 0.486, 0.025, 0.240, 0.426, -0.375, 0.312, -1.408, 0.672, -0.811, -0.293, -0.752, -0.826, 0.347, 0.349, 0.361, 0.265, 0.311, 0.365, 0.376, 0.111, 0.371, 0.254, 0.298, -1.197, 1.954, -0.817, -0.383, -0.399, 0.049, 0.149, 0.454, 0.193, -1.350, 0.528, 0.279, 0.346, 0.240, -0.069, -0.024, 0.398]
}